[1]
A structure of composition C39H37N4O3PTi, computed with ωB97M-V with the def2-TZVPD basis set.

Properties
gap between HOMO and LUMO (alpha / beta)	0.190 / 0.276	hartree
ΔE to the lowest compared entry with this formula, charge and spin	124.6	kJ/mol
multiplicity	3

Each line ends with the Mulliken charge.
Cartesian coordinates (Å):
Ti1 -9.816 -1.486 18.325  0.375
O1 -10.361 -1.589 20.189  -0.610
C1 -10.296 -0.911 21.309  0.389
C2 -11.305 -1.092 22.204  -0.493
C3 -11.217 -0.397 23.391  -0.461
C4 -10.200 0.491 23.660  -0.974
C5 -9.195 0.612 22.783  -0.733
C6 -9.243 -0.064 21.575  0.510
C7 -8.262 0.199 20.554  -0.387
N1 -8.359 -0.064 19.285  0.664
C8 -7.277 0.257 18.360  -0.960
C9 -6.973 -1.092 17.657  -1.066
N2 -8.174 -1.627 17.173  0.610
C10 -8.037 -2.707 16.347  -1.207
C11 -8.967 -3.788 16.127  1.007
C12 -8.551 -4.840 15.247  -0.995
C13 -9.258 -5.990 15.037  -0.636
C14 -10.578 -6.118 15.644  -0.580
C15 -11.018 -5.106 16.456  -0.683
C16 -10.276 -3.946 16.744  0.673
O2 -10.748 -3.054 17.602  -0.295
H1 -12.049 -1.781 21.979  0.643
H2 -11.951 -0.590 24.170  0.387
H3 -10.136 0.898 24.656  0.475
H4 -8.263 1.138 23.082  0.328
H5 -7.340 0.653 20.925  0.232
H6 -6.488 0.644 18.975  0.579
H7 -7.577 1.092 17.649  0.154
H8 -6.532 -1.743 18.386  0.417
H9 -6.209 -0.970 16.906  0.522
H10 -7.044 -2.763 16.033  0.395
H11 -7.588 -4.670 14.727  0.303
H12 -8.870 -6.646 14.253  0.341
H13 -11.104 -6.994 15.295  0.383
H14 -12.035 -5.135 16.794  0.448
O3 -10.649 0.119 17.287  -0.072
P1 -11.996 0.066 16.516  1.675
C17 -11.790 -0.941 15.086  0.276
C18 -12.516 -2.074 14.851  -0.307
C19 -12.325 -2.843 13.656  -0.618
C20 -11.440 -2.388 12.691  -0.486
C21 -10.681 -1.245 12.889  -0.890
C22 -10.852 -0.549 14.076  -0.358
C23 -13.518 -0.298 17.373  0.099
C24 -14.726 0.447 17.114  -0.507
C25 -15.865 0.224 17.903  -0.832
C26 -15.823 -0.613 18.994  -0.405
C27 -14.666 -1.343 19.287  -0.772
C28 -13.553 -1.237 18.444  0.142
C29 -12.294 1.753 16.072  -0.920
C30 -12.502 2.107 14.759  0.042
C31 -12.593 3.456 14.330  -0.998
C32 -12.529 4.424 15.296  -0.449
C33 -12.373 4.114 16.639  -1.059
C34 -12.243 2.777 17.006  0.103
H15 -13.195 -2.529 15.546  0.349
H16 -12.876 -3.781 13.513  0.391
H17 -11.322 -2.984 11.803  0.391
H18 -10.006 -0.822 12.153  0.447
H19 -10.161 0.268 14.270  0.408
H20 -14.740 1.123 16.241  0.374
H21 -16.654 0.870 17.750  0.473
H22 -16.690 -0.593 19.665  0.350
H23 -14.654 -1.961 20.201  0.388
H24 -12.681 -1.837 18.769  0.460
H25 -12.633 1.334 14.011  0.503
H26 -12.799 3.742 13.275  0.367
H27 -12.670 5.447 15.005  0.395
H28 -12.370 4.844 17.401  0.603
H29 -12.080 2.541 18.100  0.433
C35 -8.894 3.790 19.256  -1.145
C36 -10.231 3.270 19.833  0.393
C37 -11.284 3.942 20.361  -0.818
C38 -12.274 2.995 20.476  0.494
N3 -11.885 1.785 20.070  -0.782
N4 -10.597 1.993 19.707  1.960
C39 -13.724 3.149 20.956  -1.467
H30 -8.910 3.545 18.174  0.178
H31 -8.026 3.297 19.739  0.222
H32 -8.945 4.877 19.459  0.391
H33 -11.282 4.924 20.844  0.456
H34 -10.249 1.299 19.024  -0.571
H35 -14.262 3.752 20.201  0.254
H36 -13.900 3.627 21.924  0.381
H37 -14.222 2.172 21.069  0.305

=====

[2]
A cluster of 2 separate species, C5H13N2 in total, computed with ωB97M-V with the def2-TZVPD basis set.

Properties
gap between HOMO and LUMO (alpha / beta)	0.391 / 0.329	hartree
ΔE to the lowest compared entry with this formula, charge and spin	194.3	kJ/mol
multiplicity	2

Each line ends with the natural charge from an NBO analysis.
Cartesian coordinates (Å):
N1 -0.434 0.898 -0.636  -0.407
C1 -0.554 -0.320 0.138  -0.130
C2 0.765 -0.794 0.799  -0.451
C3 1.991 -0.257 0.127  -0.170
C4 3.138 -0.893 -0.054  -0.392
C5 -1.732 -0.155 1.105  -0.210
N2 -2.950 0.166 0.333  -0.820
H1 -0.206 1.710 -0.052  0.293
H2 -0.894 -1.045 -0.603  0.193
H3 -2.667 0.881 -0.327  0.360
H4 0.032 1.632 -3.271  0.017
H5 0.737 -1.858 0.633  0.224
H6 0.796 -0.545 1.860  0.220
H7 1.935 0.752 -0.280  0.196
H8 3.232 -1.956 0.127  0.190
H9 3.981 -0.379 -0.500  0.202
H10 -1.903 -1.023 1.743  0.195
H11 -1.447 0.636 1.816  0.155
H12 -0.203 1.938 -3.910  -0.020
H13 -3.617 0.610 0.953  0.354

=====

[3]
An isolated molecule of C6H10N2, computed with ωB97M-V with the def2-TZVPD basis set.

Properties
gap between HOMO and LUMO	0.262	hartree
ΔE to the lowest compared entry with this formula, charge and spin	358.8	kJ/mol

Each line ends with the natural charge from an NBO analysis.
Cartesian coordinates (Å):
C1 0.183 -2.616 -1.074  -0.708
C2 -1.516 1.727 0.130  -0.612
N1 1.197 -0.700 0.707  -0.728
C3 0.625 0.488 0.819  0.377
C4 0.122 -1.172 -1.041  0.360
C5 -0.358 0.820 -0.143  -0.249
N2 1.001 1.427 1.773  -0.829
C6 -0.400 -0.014 -1.342  -0.306
H1 2.145 -0.733 1.082  0.353
H2 1.761 1.173 2.387  0.376
H3 1.012 2.400 1.500  0.386
H4 -0.876 0.304 -2.271  0.249
H5 -0.328 -2.986 -0.179  0.253
H6 1.213 -2.976 -1.007  0.228
H7 -0.298 -3.047 -1.961  0.240
H8 -1.244 2.498 0.853  0.210
H9 -2.372 1.184 0.550  0.197
H10 -1.868 2.223 -0.782  0.199

=====

[4]
A structure of composition C9H27CsO5, computed with ωB97M-V with the def2-TZVPD basis set.

Properties
gap between HOMO and LUMO	0.102	hartree

Each line ends with the natural charge from an NBO analysis.
Cartesian coordinates (Å):
Cs1 -1.523 -4.808 2.794  0.962
C1 1.539 -9.617 2.205  -0.218
O1 1.524 -10.272 3.411  -0.974
H1 0.676 -8.957 2.287  0.048
H2 2.407 -8.980 2.030  0.095
H3 1.363 -10.267 1.348  0.102
C2 -2.123 -10.258 8.224  -0.644
C3 -2.399 -9.737 6.814  -0.065
O2 -1.479 -8.701 6.471  -0.752
H4 -2.710 -11.064 8.664  0.215
H5 -2.117 -9.415 8.915  0.208
H6 -1.151 -10.751 8.228  0.210
H7 -3.437 -9.406 6.844  0.158
H8 -2.289 -10.480 6.024  0.175
H9 -0.747 -9.083 5.981  0.489
C4 -4.061 -10.180 -1.762  -0.623
C5 -3.976 -10.630 -0.331  -0.084
O3 -3.548 -9.553 0.368  -0.713
H10 -4.657 -9.294 -1.982  0.201
H11 -4.549 -10.877 -2.444  0.203
H12 -3.046 -10.061 -2.139  0.203
H13 -3.512 -11.609 -0.451  0.181
H14 -4.941 -10.920 0.085  0.149
H15 -2.737 -9.846 0.789  0.481
C6 3.831 -8.294 10.291  -0.637
C7 3.128 -8.554 8.928  -0.050
O4 3.435 -9.749 8.334  -0.717
H16 3.409 -8.796 11.162  0.204
H17 3.962 -7.235 10.512  0.207
H18 4.849 -8.680 10.333  0.216
H19 3.496 -7.752 8.287  0.143
H20 2.047 -8.476 9.044  0.151
H21 2.956 -9.799 7.504  0.481
C8 1.406 -16.012 4.384  -0.646
C9 2.732 -15.489 5.110  -0.041
O5 3.406 -14.606 4.355  -0.716
H22 1.651 -16.628 3.519  0.206
H23 0.990 -15.103 3.949  0.209
H24 0.804 -16.462 5.173  0.202
H25 3.534 -16.167 5.401  0.169
H26 2.397 -15.039 6.044  0.135
H27 2.908 -13.790 4.266  0.477

=====

| no. | E_tot (eV) | strongest force on any atom (eV Å⁻¹) |
| --- | --- | --- |
| 1 | -85552.32792 | 3.507 |
| 2 | -8372.26824 | 0.938 |
| 3 | -9360.71829 | 2.179 |
| 4 | -20549.68059 | 4.339 |